[1]
Computed, not measured: a cluster of 2 separate species, C4H4N2O in total in a non-equilibrium geometry, with ωB97M-V with the def2-TZVPD basis set.

```
11
Properties=species:S:1:pos:R:3:forces:R:3:mulliken_charge:R:1
C 0.58871 0.05915 -0.11455 1.30 -6.32 0.59 0.3340
C -0.35782 -0.87937 -0.08191 0.95 -2.93 0.57 -0.4139
C -1.71681 -0.61516 0.00470 -2.59 1.09 -1.89 0.2869
C 1.94042 -0.27921 -0.07664 11.54 -0.87 2.68 0.2994
H 1.00853 2.15954 0.70827 -0.52 -2.78 -3.64 0.3796
H -0.47961 1.61950 0.21211 2.09 -1.28 -3.54 0.3494
H -0.19010 -1.99894 -0.18667 0.65 1.75 0.34 0.2580
H -2.20166 -1.57912 -0.43629 -0.89 1.59 1.24 0.1859
N 0.48249 1.26401 -0.44511 -4.25 12.46 5.81 -0.6293
N 3.15440 -0.25278 0.20698 -8.65 -0.53 -2.24 -0.4708
O -2.22854 0.50238 0.20911 0.38 -2.20 0.06 -0.5792
```
Forces are in eV/Å.

Gap between HOMO and LUMO = 8.1 eV
Energy relative to the best compared isomer or geometry (same formula, charge and spin) = 6.470 eV

---

[2]
Computed, not measured: a cluster of 2 separate species, C4H4N2O in total in a non-equilibrium geometry, with ωB97M-V with the def2-TZVPD basis set.

```
11
Properties=species:S:1:pos:R:3:forces:R:3:mulliken_charge:R:1
N 2.45728 -0.67212 1.34664 -0.70 0.19 -0.82 -0.3131
C 1.72865 -0.55874 0.45525 0.78 -0.23 0.83 0.4074
C 0.83187 -0.48051 -0.70678 -0.03 -0.80 -0.46 -0.1739
O -0.16002 -1.16265 -0.77768 1.19 -0.25 -0.44 -0.3908
C -1.94864 -0.13324 0.27471 -1.15 0.61 0.65 -0.3795
C -1.08537 0.98907 0.39710 -0.09 0.12 0.08 0.1655
N -2.12694 1.41098 0.91597 0.14 -1.00 -0.43 -0.4640
H 1.14061 0.20264 -1.50920 0.06 0.04 0.08 0.3874
H -0.05378 1.25022 0.15020 -0.16 0.64 0.25 0.2958
H -2.48869 -0.33776 -0.64730 0.02 0.31 0.23 0.2268
H -1.91684 -0.95106 0.99122 -0.06 0.37 0.04 0.2385
```
Forces are in eV/Å.

SMILES string = C1=NC1.N#CC=O
Gap between HOMO and LUMO = 9.1 eV
Energy relative to the best compared isomer or geometry (same formula, charge and spin) = 4.542 eV

---

[3]
Computed, not measured: a structure of composition C4H4N2O in a non-equilibrium geometry, with ωB97M-V with the def2-TZVPD basis set.

```
11
Properties=species:S:1:pos:R:3:forces:R:3:mulliken_charge:R:1
C 0.92659 0.22459 -0.70885 -1.62 -3.04 -2.87 0.3679
C -0.05757 0.50499 0.30615 -1.24 0.56 0.41 0.5352
N 0.46354 -1.46825 -0.70321 1.06 1.07 -0.88 -0.5497
C -0.39461 1.73317 0.71408 0.62 -0.56 0.82 -0.8010
C -0.82803 -0.76386 0.51936 -0.55 1.35 3.15 0.2428
O 1.38219 0.74377 -1.67000 0.38 -0.46 1.70 -0.3873
N -1.54450 -1.31557 1.28818 0.79 0.34 -1.63 -0.5843
H 0.22690 -1.88382 -1.59854 0.37 0.26 -0.19 0.2326
H 0.76820 -2.19963 -0.06794 0.54 0.40 -0.03 0.2953
H 0.12345 2.61561 0.35386 0.01 -0.12 0.08 0.3138
H -1.06616 1.80901 1.56691 -0.36 0.21 -0.55 0.3347
```
Forces are in eV/Å.

Gap between HOMO and LUMO = 7.6 eV
Energy relative to the best compared isomer or geometry (same formula, charge and spin) = 3.951 eV

---

[4]
Computed, not measured: the molecule C4H4N2O in a non-equilibrium geometry, with ωB97M-V with the def2-TZVPD basis set.

```
11
Properties=species:S:1:pos:R:3:forces:R:3:mulliken_charge:R:1
C -0.79674 -0.95733 0.39795 0.75 0.08 2.41 0.5515
C 1.24670 0.35075 0.52414 1.62 2.37 0.03 -0.0476
C 0.71981 1.10076 -0.61495 1.52 -1.43 -0.47 -0.2354
C -0.40494 0.72832 -1.19929 -3.77 3.02 1.71 -0.2092
H -1.01683 -2.67993 1.36462 -1.01 2.14 -1.50 0.2821
H 2.22809 0.55311 1.09946 -1.43 0.24 -1.37 0.3270
H 1.29626 1.81961 -1.09544 1.06 1.13 -0.76 0.3960
H -0.94572 1.53957 -1.88333 1.05 -2.61 1.07 0.2714
N -1.52479 -1.97285 0.69667 2.86 -0.19 0.71 -0.6154
N 0.54912 -0.50546 1.06251 -3.78 -4.80 0.69 -0.4324
O -1.35095 0.02346 -0.35234 1.12 0.04 -2.51 -0.2881
```
Forces are in eV/Å.

SMILES string = [H]/N=c1\nccco1
Gap between HOMO and LUMO = 9.4 eV
Energy relative to the best compared isomer or geometry (same formula, charge and spin) = 2.974 eV

---

[5]
Computed, not measured: the molecule C4H4N2O in a non-equilibrium geometry, with ωB97M-V with the def2-TZVPD basis set.

```
11
Properties=species:S:1:pos:R:3:forces:R:3:mulliken_charge:R:1
C 0.40992 -1.58754 0.00464 -0.86 1.04 0.84 0.0504
C 1.27501 0.43927 0.25214 -1.79 7.60 -2.15 -0.0904
C -0.00885 1.18113 0.37799 2.14 -3.27 -0.47 -0.3481
C -1.25176 0.57971 -0.08057 0.96 0.93 -1.18 0.0454
H 0.39599 -2.63795 -0.25860 0.22 0.13 -0.31 0.4030
H 2.14119 1.15630 -0.18622 -1.63 -1.46 2.14 0.2596
H -0.15901 2.25035 0.35289 1.12 0.19 0.45 0.3610
H -1.73254 1.23991 -0.70191 -1.70 2.01 -1.27 0.4067
N 1.44124 -0.78517 -0.20106 -3.22 -4.04 0.82 -0.4020
N -1.66335 -0.60360 -0.27294 1.13 0.25 1.05 -0.4547
O -0.84783 -1.23241 0.71363 3.63 -3.38 0.08 -0.2309
```
Forces are in eV/Å.

SMILES string = C1=CN=CON=C1
Gap between HOMO and LUMO = 8.6 eV
Energy relative to the best compared isomer or geometry (same formula, charge and spin) = 5.346 eV

---

[6]
Computed, not measured: the molecule C4H4N2O in a non-equilibrium geometry, with ωB97M-V with the def2-TZVPD basis set.

```
11
Properties=species:S:1:pos:R:3:forces:R:3:mulliken_charge:R:1
N 1.93865 1.52546 0.48106 -0.25 -0.54 -0.31 -0.4712
C 1.46616 0.53478 -0.06922 0.10 0.34 0.14 0.5818
C 1.05199 -0.56821 -0.65926 0.24 0.18 -0.05 -0.5709
O 0.02255 -1.37279 -0.19691 0.03 -0.03 0.08 -0.3532
C -1.24369 -0.76596 -0.13094 -0.21 0.02 -0.01 -0.2870
C -1.39162 0.11469 1.04903 -0.09 0.61 0.77 0.2618
N -1.50374 0.80837 1.96698 0.10 -0.65 -0.89 -0.3804
H 1.56492 -0.93862 -1.53995 -0.06 0.09 0.10 0.3467
H 1.53017 2.41298 0.18406 0.01 -0.06 0.05 0.2891
H -1.45939 -0.17659 -1.03168 0.06 -0.08 0.11 0.3009
H -1.97598 -1.57412 -0.05317 0.08 0.12 0.01 0.2822
```
Forces are in eV/Å.

SMILES string = N#CCOC=C=N
Gap between HOMO and LUMO = 9.7 eV
Energy relative to the best compared isomer or geometry (same formula, charge and spin) = 2.821 eV

---

[7]
Computed, not measured: the molecule C4H4N2O, with ωB97M-V with the def2-TZVPD basis set.

```
11
Properties=species:S:1:pos:R:3:forces:R:3:mulliken_charge:R:1
N -1.68780 -0.16726 1.48958 0.37 0.44 -0.35 -0.4767
C -1.01163 0.62093 0.84252 -0.20 -0.27 0.17 0.3470
C -0.20150 1.47971 0.24270 -0.20 -0.02 0.14 -0.3270
N 0.92791 1.17894 -0.54212 0.06 -0.39 -0.03 -0.4492
C 1.28963 -0.00536 -0.83114 -0.03 0.24 -0.03 0.1016
C 0.62430 -1.30356 -0.43395 -0.30 -0.12 -0.20 -0.1286
O -0.20869 -1.84454 -1.12244 0.39 0.23 0.31 -0.4217
H -2.50303 -0.55290 1.01147 0.04 0.03 0.01 0.2970
H -0.42299 2.53621 0.35273 0.01 -0.16 0.00 0.3365
H 2.18532 -0.11475 -1.44967 -0.10 -0.01 0.08 0.3641
H 0.95995 -1.75357 0.52405 -0.05 0.01 -0.10 0.3569
```
Forces are in eV/Å.

SMILES string = N=C=C/N=C\C=O
Gap between HOMO and LUMO = 9.4 eV
Energy relative to the best compared isomer or geometry (same formula, charge and spin) = 2.935 eV

---

[8]
Computed, not measured: the molecule C4H4N2O in a non-equilibrium geometry, with ωB97M-V with the def2-TZVPD basis set.

```
11
Properties=species:S:1:pos:R:3:forces:R:3:mulliken_charge:R:1
C 1.16415 -0.77441 -0.38143 -1.01 0.18 -0.85 -0.6626
C 0.99358 0.35482 -1.10955 -1.78 0.37 2.17 0.1878
C -0.14846 1.04562 -0.41122 0.72 -0.94 0.62 0.6454
C -0.61465 0.22422 0.51256 -3.23 0.97 3.78 -0.2572
N 0.14297 -0.89054 0.61378 2.16 -1.80 -0.27 -0.1078
N 0.34543 1.57965 -1.59013 0.67 0.59 -0.57 -0.4372
O -1.73106 0.45555 1.55889 1.44 -1.59 -0.51 -0.5460
H 1.74859 -1.63271 -0.64468 0.37 -0.19 0.22 0.3796
H 0.32265 -1.47091 1.43853 -0.46 0.69 -0.32 0.2255
H -0.30581 1.35431 -2.31469 -0.28 -0.06 -1.19 0.2632
H -1.91740 -0.24560 2.32794 1.41 1.79 -3.09 0.3092
```
Forces are in eV/Å.

SMILES string = Oc1[nH]cc2c1N2
Gap between HOMO and LUMO = 8.8 eV
Energy relative to the best compared isomer or geometry (same formula, charge and spin) = 6.559 eV

---

[9]
Computed, not measured: the molecule C4H4N2O, with ωB97M-V with the def2-TZVPD basis set.

```
11
Properties=species:S:1:pos:R:3:forces:R:3:mulliken_charge:R:1
O -2.73012 -0.97527 -0.05354 -0.05 0.03 -0.05 -0.4447
C -2.29668 0.14980 -0.01058 -0.05 -0.18 0.03 0.1305
C -0.98690 0.45708 0.48666 -0.11 -0.13 0.22 -0.2250
C 0.12022 0.97978 -0.00758 0.49 -0.36 0.05 0.5913
N 1.35672 0.87715 -0.29718 -0.27 0.49 0.14 -0.6336
C 1.90793 -0.41087 -0.11551 -0.15 -0.12 -0.02 0.0207
N 1.22374 -1.43521 0.18579 0.02 0.43 -0.11 -0.5321
H -2.88692 1.03743 -0.29800 -0.08 0.07 -0.02 0.2926
H -0.50019 1.99286 0.09444 0.50 -0.38 -0.27 0.2197
H 2.99190 -0.40120 -0.26561 -0.19 -0.06 0.02 0.3463
H 1.80029 -2.27153 0.28110 -0.12 0.21 0.01 0.2345
```
Forces are in eV/Å.

Gap between HOMO and LUMO = 8.5 eV
Energy relative to the best compared isomer or geometry (same formula, charge and spin) = 4.940 eV

---

[10]
Computed, not measured: a structure of composition C4H4N2O2 in a non-equilibrium geometry, with ωB97M-V with the def2-TZVPD basis set.

```
12
Properties=species:S:1:pos:R:3:forces:R:3:mulliken_charge:R:1
C 0.23147 -0.96692 0.73028 -0.31 -2.04 4.50 -0.3745
C -0.71715 -0.28363 0.14657 -4.90 1.39 -0.55 -0.1742
C -1.79281 0.87750 -0.03477 -1.88 -3.66 0.85 -0.0734
C -0.22630 0.25520 -1.00336 4.84 -1.98 2.13 0.4682
H 3.07420 -0.25572 0.43154 1.08 3.59 1.06 0.3388
H 0.04197 -1.48186 1.70495 1.61 0.20 -1.16 0.3474
H -2.75833 0.54868 -0.43533 -0.60 0.11 1.55 0.1849
H -1.74675 1.77401 0.51282 -0.23 0.57 1.62 0.2409
N 1.24721 -0.70023 -0.06150 7.24 -2.87 3.44 0.8643
N 1.15252 0.12079 -0.97976 -3.59 3.40 -5.33 -0.9428
O 2.64383 -1.00669 0.16695 -3.35 -4.82 -0.78 -0.4655
O -1.14984 1.11886 -1.17839 0.10 6.11 -7.32 -0.4140
```
Forces are in eV/Å.

Gap between HOMO and LUMO = 9.3 eV
Energy relative to the best compared isomer or geometry (same formula, charge and spin) = 8.223 eV